53
Properties=species:S:1:pos:R:3:forces:R:3 method="wB97M-V/def2-TZVPD" largest_force_ev_per_a=1.16 e_tot_ev=-69168.7950 smiles="C[C@H](I)[C@H](I)[C@@H]1CN(C(=O)[O-])[C@@H]([PH2]=O)[C@@H](Cl)[NH2+]1.c1ccncc1.c1ccncc1"
I 2.84768 -2.73775 2.28924 -0.1 0.1 0.1
I 3.41066 -1.89444 -1.68970 0.1 -0.1 0.0
Cl -2.35029 -1.65844 2.77713 0.0 -0.2 0.1
P -2.81048 0.96182 1.12600 -0.8 0.1 -0.7
O -1.25782 1.21264 -1.64292 0.3 0.4 0.3
O -4.05699 0.28437 0.73056 -0.2 -0.2 0.3
O -2.81217 -0.32014 -2.14221 -0.5 -0.7 -0.2
N -1.29074 -0.74006 -0.44582 0.1 -0.5 1.0
N -6.64927 -5.01488 -0.28511 0.0 0.0 0.0
N 4.79719 3.91995 0.08672 0.0 0.0 0.0
N -0.26546 -2.20445 1.29977 0.3 -0.4 0.7
C 6.10911 4.14315 0.04004 0.0 0.0 0.1
C -4.81186 -3.67966 0.47440 -0.1 0.0 0.0
C 5.87453 5.89578 -1.55289 0.0 0.0 0.0
C 2.93761 0.80864 -0.27066 -0.8 -0.4 0.1
C -7.16054 -3.91716 -0.83996 0.0 0.0 0.0
C 4.50764 5.67566 -1.51837 0.0 0.0 0.0
C 0.79071 -1.85019 0.29511 -0.1 0.0 -0.4
C 4.02203 4.68072 -0.68403 -0.1 -0.1 0.0
C -5.35351 -2.54368 -0.10834 0.1 0.1 0.0
C 0.10578 -1.00438 -0.79332 -0.5 0.0 -0.3
C 3.09981 -0.69405 0.05495 0.2 0.6 0.3
C 1.99718 -1.22278 0.97887 0.0 -0.6 -0.1
C 6.69550 5.11425 -0.75642 0.0 0.0 0.0
C -1.86880 0.13432 -1.54028 -0.1 0.7 -0.7
C -0.93752 -1.03504 1.91822 -0.5 0.9 -0.2
C -5.49247 -4.88205 0.35764 0.0 -0.1 0.0
C -6.55759 -2.66932 -0.78212 0.0 -0.1 0.0
C -1.26775 -0.00883 0.82572 0.4 -0.3 -0.3
H -0.96981 -2.80493 0.86428 -0.2 0.4 -0.3
H 3.70345 1.40495 0.21459 0.2 0.1 -0.1
H 0.14379 -2.74608 2.07101 0.2 -0.1 -0.2
H -8.10432 -4.05148 -1.35810 0.0 0.0 0.0
H -2.79281 1.33999 2.48534 0.5 0.0 0.0
H -3.87414 -3.63362 1.01378 0.0 0.0 0.0
H -2.58874 2.13917 0.40330 0.3 0.1 0.2
H -0.44841 0.72931 0.78223 -0.1 0.2 0.2
H 0.09624 -1.57327 -1.72051 0.1 0.0 -0.1
H -5.09497 -5.79049 0.80042 0.0 0.0 0.0
H 2.88995 0.99894 -1.33737 0.3 0.1 -0.1
H 1.08933 -2.79674 -0.14720 0.1 -0.1 0.1
H -4.84946 -1.58767 -0.03762 0.0 0.0 0.0
H 6.71764 3.50884 0.67542 0.0 0.0 0.0
H 1.97122 1.13125 0.11645 0.0 0.3 0.0
H -7.01929 -1.81442 -1.25604 0.0 0.0 0.0
H 6.29329 6.66361 -2.19023 0.0 0.0 0.0
H 0.60441 -0.05510 -0.99620 0.2 0.0 0.1
H -0.28111 -0.58254 2.65441 0.1 -0.3 0.2
H 3.82967 6.26066 -2.12383 0.0 0.0 0.0
H 2.95770 4.47944 -0.62711 0.0 0.0 0.0
H 7.76779 5.25195 -0.75148 0.0 0.0 0.0
H 1.67869 -0.43626 1.65763 0.2 0.2 0.0
H 4.02774 -0.78951 0.60462 0.1 -0.2 -0.1

50
Properties=species:S:1:pos:R:3:forces:R:3 method="wB97M-V/def2-TZVPD" de_lowest_kcal_mol=1.48 largest_force_ev_per_a=1.16 smiles="O=S(=O)(c1ccc(Cl)cc1)N(CCC[NH+]1CCOCC1)Cc1cccs1" charge=+1
Cl 7.19189 -0.55380 0.43495 0.1 0.0 0.0
S 0.96594 -0.24247 0.62172 -0.6 -0.2 -0.3
S 1.16885 3.52613 0.49630 -0.5 0.2 -0.4
O 0.51442 0.76768 1.52113 0.6 0.2 0.1
O -3.47102 -0.73084 2.28364 -0.2 0.0 0.1
O 0.37866 -1.56304 0.82033 0.8 -0.2 0.0
N 0.42845 0.17703 -0.90804 0.5 -0.3 1.0
N -2.11250 -1.48015 -0.10607 0.3 -0.1 0.1
C -2.67968 -0.12518 0.07235 -0.3 0.7 0.4
C -2.89353 -2.00307 2.16016 0.0 -0.2 -0.2
C 3.47975 0.74405 1.00994 0.0 0.1 0.1
C 3.34610 -1.50910 0.14746 0.0 -0.1 -0.1
C 4.72614 -1.57470 0.09924 0.0 0.1 0.0
C 5.48088 -0.47483 0.49980 -0.4 0.1 0.0
C 2.73917 -0.35023 0.59849 -0.7 0.0 0.1
C -1.12107 -1.02746 -2.40008 0.2 0.0 0.3
C -2.01957 -1.89979 -1.52259 0.1 0.0 -0.7
C -1.28264 4.13693 0.12020 0.0 0.1 0.1
C 4.86024 0.68349 0.95995 0.1 -0.1 -0.1
C -2.89429 -2.45031 0.69481 -0.3 -0.3 0.7
C -1.01585 3.05333 -0.74311 0.3 -0.1 -0.1
C 0.89317 1.47546 -1.40348 0.0 0.4 0.1
C 0.26857 2.60289 -0.65279 0.2 0.5 0.1
C -2.73666 0.22649 1.56349 0.1 0.1 -0.2
C -0.19511 4.50062 0.84583 0.3 -0.1 0.1
C 0.32166 -0.89151 -1.88809 -0.1 -0.4 -0.4
H 5.45540 1.52397 1.27842 0.1 0.1 0.0
H -1.63270 -2.92170 -1.52907 -0.1 0.0 0.1
H -1.54660 -0.03218 -2.52618 0.0 0.0 -0.1
H -2.23622 4.62748 0.18671 -0.2 0.1 0.0
H -1.13100 -1.48389 0.29813 -0.5 0.0 -0.2
H -3.68591 -0.11570 -0.35587 0.1 -0.1 0.0
H 2.74359 -2.35686 -0.13658 0.0 -0.2 0.0
H -1.74406 2.65299 -1.42737 -0.1 -0.1 -0.2
H 0.99388 -0.69679 -2.72808 0.0 0.0 0.1
H -3.91989 -2.47515 0.31655 0.1 0.0 -0.1
H -2.04313 0.60181 -0.42933 0.0 -0.1 0.0
H -2.44614 -3.43997 0.60538 0.0 0.1 -0.1
H 5.22040 -2.47024 -0.24112 0.1 -0.1 0.0
H 2.97050 1.62028 1.37841 0.0 0.1 0.1
H -1.09913 -1.49805 -3.38401 -0.1 0.0 0.0
H -3.25302 1.17764 1.69875 0.1 0.0 -0.1
H 0.60615 1.54094 -2.45654 0.1 -0.1 0.1
H -1.71448 0.31741 1.95662 -0.2 0.0 0.0
H -3.02937 -1.91186 -1.94352 0.0 -0.1 0.2
H -3.50109 -2.68035 2.76185 0.1 -0.1 -0.1
H -1.86133 -2.00127 2.54035 -0.1 0.0 0.0
H 0.63369 -1.82401 -1.41604 0.0 0.0 -0.2
H -0.10855 5.29011 1.56496 0.0 0.2 0.2
H 1.98700 1.53780 -1.33793 0.0 0.0 -0.2

51
Properties=species:S:1:pos:R:3:forces:R:3 method="wB97M-V/def2-TZVPD" largest_force_ev_per_a=9.68 e_tot_ev=-45386.2448 smiles="C[C@H](F)C1=C(c2ccccc2)C(=O)OC1=O.CCOP(=O)(OCC)OCC"
P -3.05298 0.58954 1.19063 -6.6 6.3 -3.2
F 7.42785 -2.57428 -2.44866 -2.0 0.6 0.7
O -4.69403 0.54000 1.44348 0.3 -0.7 0.5
O -2.90496 1.51906 2.61944 2.6 -3.2 -0.3
O 4.64156 2.69563 -1.28018 2.1 -4.6 -1.7
O 6.50773 1.77946 -2.34665 -0.7 -2.5 2.5
O 8.37515 0.41486 -1.75050 -6.0 0.6 -1.4
O -2.93150 2.02302 0.35662 1.3 -0.4 0.6
O -3.10695 -0.27591 -0.07720 3.2 -2.0 2.8
C 2.58177 -0.33989 -0.22702 -1.3 -1.5 -1.7
C -4.87398 2.25711 3.85848 -0.3 -0.3 -0.1
C 0.60528 -1.96744 -0.96704 2.6 1.4 -0.6
C 5.99632 -0.60546 -1.93641 -2.2 2.3 0.4
C 4.78196 0.13270 -1.72518 2.3 -2.3 -0.6
C 1.35161 -2.25646 -2.32795 1.9 2.7 3.2
C -5.02840 -1.24467 3.06022 -0.2 0.0 0.2
C 5.59070 -2.98936 -0.73895 0.8 1.2 -0.6
C -5.29917 -0.73040 1.65820 -0.2 -0.3 0.0
C -3.08150 1.98656 -2.05701 -0.1 0.1 -0.1
C 6.08860 -2.19436 -2.07361 -0.2 0.0 0.0
C 3.37851 -0.58490 -1.55863 -3.4 -0.7 1.6
C 7.14140 0.52379 -1.99418 3.6 -1.1 0.3
C 1.19613 -0.99390 0.09398 2.4 -0.7 -3.8
C -2.16454 2.06187 -0.84780 -0.2 0.1 -0.5
C 2.72314 -1.55561 -2.59334 -1.4 0.6 2.5
C 5.20859 1.66739 -1.69813 -1.7 2.6 0.2
C -3.76121 2.63105 2.89480 -0.8 0.4 0.3
H -3.62964 2.92462 -2.17767 0.1 0.0 0.0
H -5.35588 -2.28239 3.15775 0.1 0.0 0.0
H -1.41851 1.26568 -0.85601 -0.1 0.0 -0.1
H 0.67986 -0.71975 1.08968 0.9 -0.7 -2.0
H -5.69655 1.75989 3.33971 0.1 0.0 0.0
H -2.50749 1.80342 -2.96862 0.0 0.0 0.0
H 3.27219 -1.75314 -3.57482 -1.0 0.3 1.5
H -3.83312 1.20107 -1.95435 0.2 -0.1 0.1
H 3.01570 0.36073 0.58042 -0.7 -1.2 -1.6
H -4.95371 -1.45388 0.91533 0.1 0.1 0.0
H -4.17554 3.07486 1.98913 0.2 -0.2 0.0
H 4.44322 -2.99352 -0.74066 1.8 -0.1 0.1
H -4.51803 1.57390 4.63396 0.1 0.2 0.0
H 5.99575 -2.38160 0.15953 -0.8 -1.3 -1.3
H -6.37561 -0.60970 1.51035 0.1 0.1 0.0
H -5.29222 3.15043 4.32810 0.2 0.0 0.0
H 6.02666 -4.04627 -0.77142 -0.7 1.6 0.1
H -3.96566 -1.18268 3.31105 0.0 -0.1 0.0
H -1.61616 3.00872 -0.86412 -0.1 0.0 0.2
H -5.57021 -0.64904 3.79835 0.1 0.0 0.0
H -3.12974 3.38843 3.36791 0.2 -0.2 -0.1
H -0.40797 -2.47752 -0.76196 1.9 1.0 -0.4
H 5.39716 -2.49238 -2.94518 1.3 0.5 1.2
H 0.91842 -2.97931 -3.09387 0.7 1.2 1.2

47
Properties=species:S:1:pos:R:3:forces:R:3 method="wB97M-V/def2-TZVPD" de_lowest_kcal_mol=13.34 largest_force_ev_per_a=0.69 smiles="CCCC[C@H](CC)CNC(=O)C(=O)[C@H]1C(=O)Nc2ccccc21"
O -0.26053 -2.03834 1.50481 -0.1 0.0 0.2
O -1.15249 1.36186 1.09886 0.3 0.0 0.0
O -1.77959 -1.20306 -1.49596 0.0 0.0 0.3
N -3.35108 1.55300 0.49835 -0.2 0.6 -0.1
N 0.72595 -1.65464 -0.51093 0.0 0.0 -0.4
C 2.80057 -0.54310 0.24557 0.2 -0.2 0.0
C 2.07953 2.79917 0.82147 0.0 0.1 -0.2
C -1.60512 -1.19296 -0.30327 0.0 0.0 -0.1
C -6.58704 -0.01233 -0.40245 0.0 -0.1 0.0
C -3.99980 -0.61516 0.32642 -0.1 0.1 -0.1
C -2.55970 -0.62923 0.71911 -0.2 0.0 0.1
C 1.77891 1.31897 -1.22944 0.2 0.2 -0.2
C -5.70953 1.03602 -0.15908 0.2 0.1 0.0
C 2.03251 2.73180 -0.69962 -0.2 -0.1 0.1
C 2.95303 0.35497 -0.99288 -0.3 0.0 0.2
C -6.17975 -1.33133 -0.28656 -0.2 -0.1 0.0
C -2.21789 0.87405 0.81924 0.2 -0.2 0.2
C -4.87660 -1.64759 0.07841 0.1 0.2 0.0
C 2.09199 -1.86418 -0.09763 0.2 0.1 0.4
C -4.41753 0.71341 0.20211 -0.3 -0.6 -0.1
C 4.14774 -0.82432 0.92572 -0.1 0.0 -0.1
C 5.15129 -1.58051 0.06139 -0.1 0.1 0.2
C -0.30255 -1.67773 0.34494 0.4 -0.1 -0.5
H 2.17082 -0.02736 0.97633 0.0 0.0 0.0
H 0.55105 -1.30853 -1.44368 -0.2 -0.1 0.1
H -2.34127 -1.12264 1.67267 0.0 0.2 -0.1
H -4.55888 -2.67510 0.16514 0.0 -0.1 0.0
H 3.96612 -1.39383 1.83983 0.0 0.0 0.1
H 0.87165 0.94193 -0.75563 -0.1 0.0 0.0
H 2.96753 3.11497 -1.11754 0.0 0.0 -0.1
H 2.05928 -2.49941 0.79108 0.1 0.0 -0.1
H -7.60428 0.20792 -0.68872 -0.1 0.0 0.0
H 5.32768 -1.06130 -0.87694 0.1 0.0 -0.2
H 1.58730 1.39114 -2.30336 -0.1 0.0 0.0
H -6.88359 -2.12513 -0.48404 -0.1 -0.1 0.0
H 1.16078 2.39473 1.23924 -0.1 0.0 0.1
H 2.18232 3.83164 1.14931 0.0 0.1 0.1
H 4.58702 0.13171 1.22018 0.0 0.0 0.1
H 3.86380 0.94825 -0.89149 0.1 0.0 -0.1
H 4.80210 -2.58598 -0.15762 0.0 -0.1 -0.1
H 1.22569 3.37865 -1.05259 0.0 0.1 0.0
H 2.61607 -2.38686 -0.90052 0.0 0.0 0.1
H -3.39459 2.55996 0.47744 0.1 -0.1 0.0
H -6.02693 2.06309 -0.25252 0.0 0.1 0.0
H 2.92257 2.23506 1.21192 0.1 -0.1 0.1
H 3.08502 -0.27877 -1.87333 0.1 0.0 0.0
H 6.10044 -1.66292 0.58624 0.1 -0.1 0.0

48
Properties=species:S:1:pos:R:3:forces:R:3 method="wB97M-V/def2-TZVPD" de_lowest_kcal_mol=78.09 largest_force_ev_per_a=1.10 smiles="COc1ccc(/C=N/S(=O)(=O)c2ccc(C)cc2)cc1.CN(C)C"
S -2.02749 -1.60855 0.03276 0.5 0.5 0.2
O 1.41125 5.36219 2.17511 -0.1 0.0 -0.5
O -3.34340 -1.50603 0.61124 0.4 0.0 -0.1
O -1.11336 -2.64470 0.46077 -0.5 0.4 -0.2
N -1.24482 -0.09759 0.18732 -0.2 -0.5 0.4
N 2.38967 -1.75082 2.09225 -0.8 0.7 -0.2
C 0.54479 3.70733 0.58522 0.2 0.2 0.7
C -3.58982 -1.53875 -3.71143 0.1 0.0 0.2
C -2.59775 -2.15562 -4.47856 0.1 0.1 0.3
C 1.75203 6.23997 1.07990 -0.2 -0.4 0.5
C -0.92444 0.33050 1.35918 -0.4 -0.6 -0.5
C 3.38947 -1.31261 1.15729 0.1 -0.2 0.2
C -1.41714 -2.56269 -3.85046 -0.1 0.0 0.0
C -0.01008 2.09909 2.82269 -0.2 -0.4 -0.6
C -3.42059 -1.33843 -2.34417 0.2 0.0 0.0
C -0.30560 1.63471 1.52479 0.3 0.7 -0.1
C 0.84193 4.15969 1.89841 -0.2 -0.5 -0.2
C 2.59578 -1.38586 3.46799 0.2 -0.2 -0.1
C -0.02708 2.45130 0.41144 0.0 0.0 0.5
C -2.81045 -2.37000 -5.94868 0.0 0.0 -0.2
C -2.22656 -1.74399 -1.73845 0.0 -0.2 -0.1
C 1.81073 -3.04535 1.85273 0.2 -0.1 0.1
C -1.22761 -2.37139 -2.48556 -0.2 0.2 0.1
C 0.55047 3.33852 3.01739 0.3 0.7 -0.5
H 2.48203 5.77126 0.40620 -0.1 0.1 0.2
H 0.85770 6.53473 0.51449 0.2 -0.1 0.2
H -1.94448 -2.86218 -6.39518 -0.1 0.0 0.0
H 1.50762 -3.11832 0.80120 0.0 -0.1 0.3
H 2.82952 -0.31514 3.52612 -0.1 -0.2 0.1
H 0.92427 -3.16123 2.48829 0.1 -0.1 -0.2
H 4.34167 -1.86588 1.26296 0.0 0.1 -0.1
H -0.25397 1.45467 3.66616 0.1 0.2 -0.1
H 0.76599 4.34529 -0.27418 -0.1 -0.3 0.3
H -0.27564 2.08959 -0.58525 0.1 0.1 0.3
H -4.20388 -0.87472 -1.74961 0.2 -0.1 -0.1
H 0.78150 3.71300 4.01031 0.0 0.0 -0.2
H -0.31639 -2.70677 -1.99704 -0.2 0.1 -0.1
H 3.59367 -0.24815 1.32653 0.0 -0.2 -0.2
H 2.51494 -3.86959 2.07781 -0.1 0.0 0.0
H -3.69303 -2.99170 -6.13522 0.1 0.1 0.0
H -4.51050 -1.21797 -4.20016 0.2 -0.1 0.2
H -0.63969 -3.04290 -4.44453 -0.2 0.1 0.2
H -2.96797 -1.41777 -6.46656 0.0 -0.1 0.1
H 1.68107 -1.59407 4.03704 0.2 0.1 0.0
H 3.42720 -1.94411 3.93901 0.0 0.1 0.1
H 3.01753 -1.46103 0.13576 0.1 0.1 0.2
H 2.19182 7.10546 1.57388 0.0 0.0 -0.2
H -1.11090 -0.21341 2.30281 0.0 -0.1 -0.5